Here is a molecular structure, C47H42N3O3P2RuS2 at a distorted geometry from the OMol25 dataset. Energies are from wB97M-V/def2-TZVPD.

Summary:
spin multiplicity = 5
total charge = +1
frontier orbital gap (spin up / spin down) = 6.5 / 6.6 eV
E_LUMO (spin up / spin down) = -2.36 / -3.21 eV
energy above the lowest of the compared OMol25 structures with the same formula, charge and spin = 1.267 eV

```
100
Properties=species:S:1:pos:R:3:lowdin_charge:R:1
Ru -1.386 -0.200 -0.964 0.815
S -1.846 -2.387 -0.623 0.375
P -1.658 -1.920 1.393 0.719
C -1.124 -0.122 1.181 -0.603
P -2.351 1.220 1.482 0.648
S -3.369 0.973 -0.291 0.361
C -1.569 2.862 1.645 -0.298
C -1.233 3.537 0.459 -0.099
C -0.640 4.813 0.453 -0.048
C -0.368 5.412 1.699 -0.094
C -0.625 4.790 2.866 -0.076
C -1.231 3.527 2.838 -0.060
C -3.443 1.119 2.880 -0.360
C -4.773 1.628 2.748 -0.081
C -5.556 2.052 3.817 -0.059
C -5.055 1.942 5.117 -0.067
C -3.818 1.388 5.273 -0.086
C -3.076 0.921 4.204 -0.113
C -0.418 -3.195 1.863 -0.332
C -0.770 -4.375 2.594 -0.052
C 0.164 -5.406 2.729 -0.067
C 1.456 -5.292 2.260 -0.044
C 1.782 -4.130 1.560 -0.041
C 0.824 -3.165 1.268 -0.121
C -3.143 -2.101 2.404 -0.361
C -3.210 -2.431 3.761 -0.112
C -4.437 -2.790 4.323 -0.067
C -5.613 -2.861 3.543 -0.030
C -5.566 -2.383 2.196 -0.047
C -4.360 -1.921 1.659 -0.108
H -1.679 3.219 -0.474 0.070
H -0.349 5.409 -0.472 0.133
H -0.125 6.459 1.692 0.107
H -0.403 5.258 3.816 0.115
H -1.402 3.050 3.809 0.106
H -5.152 1.900 1.739 0.094
H -6.586 2.402 3.665 0.118
H -5.698 2.096 5.971 0.113
H -3.505 1.173 6.290 0.115
H -2.067 0.521 4.386 0.102
H -1.830 -4.540 2.823 0.109
H -0.195 -6.195 3.321 0.095
H 2.120 -6.133 2.257 0.110
H 2.715 -3.941 1.110 0.098
H 1.111 -2.353 0.661 0.076
H -2.287 -2.444 4.363 0.122
H -4.470 -3.007 5.389 0.109
H -6.594 -3.170 3.909 0.110
H -6.435 -2.195 1.626 0.095
H -4.279 -1.487 0.631 0.054
C 5.734 2.042 -3.505 -0.056
O 4.907 1.120 -2.779 -0.083
C 4.781 -0.157 -3.192 -0.187
C 5.545 -0.670 -4.221 -0.024
C 5.442 -2.046 -4.543 -0.068
C 4.539 -2.887 -3.858 -0.090
C 3.762 -2.359 -2.827 -0.043
C 3.733 -0.999 -2.535 -0.183
N 2.899 -0.454 -1.620 0.142
C 1.535 -0.425 -1.733 -0.310
N 0.997 -0.835 -2.896 0.158
C -0.119 -0.410 -3.580 -0.196
C -1.279 -0.074 -2.903 -0.304
C -2.392 0.180 -3.726 -0.140
C -2.274 0.346 -5.072 -0.105
C -1.118 0.046 -5.778 -0.019
C -0.051 -0.395 -5.008 -0.200
O 1.201 -0.713 -5.496 -0.099
C 1.421 -0.330 -6.853 -0.075
N 0.759 0.092 -0.803 0.045
C 1.265 0.516 0.453 -0.130
C 0.357 0.115 1.566 -0.355
C 0.670 0.749 2.836 -0.060
C 1.862 1.404 3.040 -0.076
C 2.673 1.730 1.966 -0.031
C 2.297 1.426 0.673 -0.215
O 3.110 1.804 -0.382 -0.144
C 3.634 3.140 -0.456 -0.023
H 5.397 2.273 -4.545 0.116
H 6.792 1.742 -3.512 0.104
H 5.686 2.975 -3.028 0.060
H 6.185 -0.015 -4.807 0.105
H 6.006 -2.518 -5.383 0.115
H 4.509 -3.962 -4.046 0.105
H 3.030 -3.046 -2.397 0.120
H 3.250 0.450 -1.195 0.123
H 1.651 -1.280 -3.505 0.118
H -3.364 0.253 -3.277 0.072
H -3.195 0.538 -5.625 0.113
H -1.058 0.042 -6.895 0.128
H 2.513 -0.368 -7.030 0.098
H 1.040 0.659 -7.105 0.093
H 1.031 -1.084 -7.540 0.096
H 0.814 -0.867 1.750 0.117
H 0.035 0.532 3.664 0.090
H 2.204 1.655 4.055 0.122
H 3.731 2.085 2.195 0.151
H 3.143 3.811 -1.188 0.104
H 4.703 3.030 -0.725 0.096
H 3.530 3.606 0.529 0.083
```

Here is a molecular structure, C47H43Cl3N7O6RuS2 from the OMol25 dataset. Energies are from wB97M-V/def2-TZVPD.

Summary:
spin multiplicity = 2
frontier orbital gap (spin up / spin down) = 7.7 / 6.7 eV
E_LUMO (spin up / spin down) = 0.23 / -0.67 eV
energy above the lowest of the compared OMol25 structures with the same formula, charge and spin = 1.712 eV

```
109
Properties=species:S:1:pos:R:3:lowdin_charge:R:1
Ru -0.459 -0.225 -0.022 1.180
O -4.290 1.110 1.775 -0.312
S -3.526 -0.022 1.308 0.605
O -3.801 -0.499 -0.018 -0.282
N -1.919 0.212 1.443 -0.208
C -1.459 0.718 2.669 -0.237
C -2.211 1.022 3.788 -0.015
C -1.616 1.520 4.963 -0.064
C -0.270 1.702 5.073 -0.048
C 0.546 1.365 3.972 -0.150
C 1.955 1.392 4.028 0.003
C 2.688 0.936 2.972 -0.059
C 2.014 0.506 1.819 -0.197
N 0.710 0.532 1.715 0.002
C -0.049 0.906 2.777 -0.141
C -3.887 -1.317 2.478 -0.271
C -5.143 -1.337 3.069 -0.057
C -5.477 -2.384 3.915 -0.075
C -4.559 -3.394 4.170 -0.081
C -3.298 -3.352 3.591 -0.061
C -2.959 -2.310 2.742 -0.053
H -3.282 0.911 3.784 0.093
H -2.264 1.747 5.800 0.108
H 0.185 2.070 5.984 0.109
H 2.436 1.730 4.939 0.120
H 3.767 0.875 3.014 0.100
H 2.562 0.104 0.977 0.090
H -5.842 -0.537 2.867 0.114
H -6.456 -2.410 4.376 0.103
H -4.823 -4.209 4.833 0.102
H -2.575 -4.130 3.800 0.106
H -1.969 -2.247 2.312 0.089
Cl 4.695 -4.974 -1.459 0.652
C 3.418 -4.027 -0.754 -0.681
C 2.947 -2.912 -1.421 -0.130
C 1.929 -2.190 -0.832 -0.500
Cl 1.303 -0.763 -1.647 0.816
C 1.340 -2.499 0.404 -0.478
O 0.404 -1.799 0.966 -0.287
C 1.867 -3.650 1.029 -0.575
Cl 1.194 -4.116 2.554 0.714
C 2.880 -4.400 0.468 -0.130
H 3.355 -2.619 -2.378 0.107
H 3.248 -5.275 0.985 0.107
C -2.391 4.684 -6.027 -0.060
O -2.266 3.353 -5.551 -0.094
C -3.413 2.622 -5.400 -0.219
C -4.558 2.786 -6.154 -0.016
C -5.667 1.979 -5.918 -0.090
C -5.628 1.035 -4.911 -0.087
C -4.481 0.869 -4.142 -0.020
C -3.354 1.641 -4.394 -0.144
N -2.147 1.586 -3.683 0.160
C -1.830 0.731 -2.643 -0.369
N -2.157 -0.537 -2.906 0.163
C -2.120 -1.697 -2.120 -0.193
C -1.546 -1.771 -0.857 -0.193
C -1.652 -3.021 -0.236 -0.116
C -2.273 -4.109 -0.823 -0.066
C -2.820 -4.013 -2.093 -0.019
C -2.740 -2.795 -2.731 -0.229
O -3.229 -2.582 -4.008 -0.120
C -4.561 -3.019 -4.238 -0.067
N -1.215 1.159 -1.564 0.018
C -0.852 2.565 -1.706 -0.198
C 0.371 2.757 -2.359 -0.150
C 0.877 3.992 -2.704 -0.135
C 0.137 5.120 -2.385 -0.082
C -1.098 4.968 -1.797 -0.006
C -1.645 3.711 -1.503 -0.226
O -2.942 3.804 -1.147 -0.059
C -3.634 2.687 -0.608 -0.051
H -1.379 5.070 -6.110 0.093
H -2.961 5.291 -5.320 0.104
H -2.863 4.724 -7.010 0.080
H -4.598 3.542 -6.925 0.105
H -6.557 2.104 -6.520 0.102
H -6.497 0.426 -4.698 0.104
H -4.488 0.164 -3.322 0.112
H -1.593 2.425 -3.764 0.127
H -2.553 -0.699 -3.820 0.135
H -1.211 -3.170 0.734 0.065
H -2.315 -5.049 -0.286 0.106
H -3.282 -4.862 -2.576 0.110
H -4.811 -2.727 -5.256 0.092
H -5.249 -2.541 -3.536 0.099
H -4.652 -4.102 -4.145 0.079
H 0.918 1.860 -2.624 0.068
H 1.834 4.068 -3.201 0.096
H 0.509 6.112 -2.608 0.105
H -1.728 5.822 -1.583 0.121
H -4.655 3.020 -0.445 0.105
H -3.194 2.418 0.344 0.064
H -3.640 1.831 -1.276 0.067
C 4.262 1.710 -2.600 -0.056
N 4.792 1.789 -1.262 -0.166
C 6.223 1.709 -1.013 -0.118
C 6.330 1.983 0.497 -0.134
N 5.006 2.501 0.796 0.014
C 4.120 2.332 -0.218 -0.811
S 2.512 2.733 -0.164 0.763
H 4.818 0.957 -3.157 0.091
H 4.337 2.668 -3.124 0.095
H 3.216 1.417 -2.552 0.035
H 6.762 2.460 -1.599 0.123
H 6.605 0.725 -1.286 0.121
H 7.101 2.719 0.719 0.113
H 6.549 1.072 1.060 0.115
H 4.662 2.696 1.719 0.117
```

Here is a molecular structure, C47H43ClN8O2P2Ti at a distorted geometry from the OMol25 dataset. Energies are from wB97M-V/def2-TZVPD.

Summary:
spin multiplicity = 2
total charge = +3
frontier orbital gap (spin up / spin down) = 7.0 / 7.3 eV
E_LUMO (spin up / spin down) = -8.68 / -8.52 eV
energy above the lowest of the compared OMol25 structures with the same formula, charge and spin = 1.370 eV

```
104
Properties=species:S:1:pos:R:3:lowdin_charge:R:1
Ti -0.300 0.336 0.179 0.707
N 0.754 -1.519 2.935 0.225
C 1.740 -0.969 2.219 -0.419
N 2.960 -1.058 2.716 0.201
C 3.944 -0.493 2.009 -0.398
N 5.171 -0.515 2.493 0.232
N 3.758 0.092 0.793 0.215
C 2.531 0.130 0.380 -0.274
N 1.430 -0.305 1.055 0.030
C 2.270 0.593 -1.001 -0.195
C 3.298 0.906 -1.861 0.050
C 3.009 1.089 -3.208 0.027
C 1.701 0.935 -3.633 -0.002
C 0.716 0.670 -2.700 -0.120
N 0.979 0.514 -1.396 -0.042
H 1.043 -2.082 3.722 0.141
H -0.125 -1.741 2.496 0.042
H 5.354 -0.969 3.374 0.138
H 5.934 -0.131 1.960 0.137
H 4.306 0.949 -1.475 0.132
H 3.795 1.315 -3.915 0.137
H 1.437 1.036 -4.677 0.136
H -0.317 0.566 -3.005 0.101
Cl -2.317 0.749 -1.216 0.832
C -2.802 2.429 -1.496 -0.535
C -3.948 2.622 -2.245 -0.069
C -4.359 3.926 -2.470 -0.024
C -3.630 4.991 -1.951 -0.021
C -2.482 4.759 -1.215 -0.058
C -2.045 3.455 -0.966 -0.385
P -0.460 3.151 -0.101 1.111
C -0.706 4.040 1.480 -0.365
C 0.391 4.410 2.261 -0.149
C 0.212 5.098 3.452 -0.062
C -1.070 5.411 3.887 -0.051
C -2.169 5.009 3.142 -0.052
C -1.990 4.320 1.949 -0.075
C 0.594 4.252 -1.131 -0.344
C 0.609 3.965 -2.498 -0.116
C 1.283 4.781 -3.389 -0.053
C 1.955 5.905 -2.926 -0.044
C 1.931 6.209 -1.575 -0.044
C 1.250 5.394 -0.679 -0.070
H -4.503 1.784 -2.643 0.122
H -5.248 4.108 -3.058 0.128
H -3.957 6.006 -2.130 0.127
H -1.909 5.592 -0.828 0.131
H 1.397 4.169 1.936 0.108
H 1.071 5.407 4.032 0.121
H -1.210 5.969 4.803 0.123
H -3.169 5.244 3.480 0.122
H -2.858 4.022 1.375 0.112
H 0.036 3.130 -2.880 0.089
H 1.267 4.557 -4.448 0.117
H 2.473 6.553 -3.620 0.122
H 2.431 7.095 -1.210 0.121
H 1.222 5.686 0.359 0.091
O 1.592 -2.482 -1.742 -0.030
N 0.608 -2.675 -0.790 -0.039
C 0.648 -3.777 -0.163 -0.079
C -0.322 -4.183 0.857 -0.202
C -0.142 -5.473 1.350 -0.011
C -1.032 -6.038 2.250 -0.026
C -2.132 -5.307 2.655 -0.027
C -2.322 -4.015 2.179 -0.071
C -1.423 -3.420 1.299 -0.288
P -1.854 -1.776 0.572 1.036
C -3.213 -1.150 1.624 -0.379
C -3.043 -1.106 3.009 -0.141
C -4.032 -0.585 3.827 -0.075
C -5.195 -0.068 3.270 -0.043
C -5.366 -0.088 1.894 -0.041
C -4.384 -0.629 1.075 -0.099
C -2.608 -2.376 -0.980 -0.391
C -1.944 -2.222 -2.196 -0.153
C -2.488 -2.744 -3.360 -0.052
C -3.697 -3.423 -3.316 -0.041
C -4.354 -3.596 -2.105 -0.039
C -3.811 -3.082 -0.939 -0.077
H 2.106 -3.303 -1.849 0.113
H 1.421 -4.513 -0.400 0.142
H 0.702 -6.055 1.001 0.124
H -0.876 -7.044 2.613 0.126
H -2.853 -5.737 3.336 0.125
H -3.197 -3.474 2.513 0.103
H -2.149 -1.515 3.469 0.105
H -3.904 -0.594 4.901 0.122
H -5.970 0.336 3.908 0.121
H -6.276 0.297 1.454 0.120
H -4.556 -0.675 0.008 0.093
H -0.983 -1.721 -2.234 0.058
H -1.964 -2.632 -4.300 0.116
H -4.121 -3.829 -4.225 0.121
H -5.288 -4.140 -2.066 0.121
H -4.323 -3.240 0.001 0.115
C -1.454 1.611 4.170 0.050
C -0.460 1.447 3.073 -0.491
N 0.785 1.804 3.320 0.248
O -0.814 0.980 1.952 -0.188
H -1.376 2.615 4.587 0.096
H -1.244 0.892 4.965 0.117
H -2.458 1.444 3.792 0.084
H 1.019 2.222 4.208 0.152
H 1.486 1.817 2.596 0.119
```

Here is a molecular structure, C47H43F9FeN2O2PS2 at a distorted geometry from the OMol25 dataset. Energies are from wB97M-V/def2-TZVPD.

Summary:
spin multiplicity = 2
frontier orbital gap (spin up / spin down) = 7.6 / 8.1 eV
E_LUMO (spin up / spin down) = -0.40 / -0.03 eV
energy above the lowest of the compared OMol25 structures with the same formula, charge and spin = 0.379 eV

```
107
Properties=species:S:1:pos:R:3:lowdin_charge:R:1
Fe -1.896 0.634 0.239 0.454
C -2.837 1.492 2.042 -0.315
C -3.321 2.205 0.892 -0.284
C -2.225 2.860 0.309 -0.253
C -1.046 2.517 1.044 -0.235
C -1.447 1.698 2.134 -0.246
C -0.575 1.306 3.284 0.000
C 0.261 3.232 0.918 -0.022
C -2.343 3.949 -0.712 -0.023
C -4.758 2.366 0.504 -0.030
C -3.647 0.864 3.130 -0.061
H -0.923 1.797 4.197 0.096
H 0.460 1.602 3.115 0.073
H -0.585 0.234 3.474 0.066
H 0.401 3.635 -0.084 0.064
H 1.108 2.595 1.155 0.027
H 0.282 4.074 1.617 0.104
H -1.458 4.060 -1.334 0.063
H -2.477 4.901 -0.190 0.101
H -3.210 3.811 -1.357 0.078
H -4.920 2.207 -0.562 0.073
H -5.102 3.374 0.749 0.094
H -5.388 1.653 1.031 0.064
H -3.261 -0.119 3.402 0.078
H -4.691 0.745 2.853 0.061
H -3.593 1.506 4.013 0.095
C -0.845 1.378 -2.373 -0.067
N -1.872 0.470 -1.816 -0.275
C -3.153 0.766 -2.482 -0.052
C -1.410 -0.921 -2.133 -0.141
C -0.735 -1.568 -0.967 -0.243
C -0.044 -2.756 -1.184 -0.045
C 0.543 -3.429 -0.124 -0.084
C 0.427 -2.902 1.152 -0.106
C -0.256 -1.709 1.357 -0.122
C -0.853 -1.011 0.311 -0.184
H -0.779 1.244 -3.458 0.103
H 0.116 1.139 -1.917 0.051
H -1.096 2.410 -2.162 0.056
H -3.047 0.642 -3.564 0.107
H -3.426 1.799 -2.273 0.071
H -3.927 0.095 -2.126 0.063
H -0.713 -0.873 -2.976 0.123
H -2.275 -1.500 -2.445 0.096
H 0.022 -3.167 -2.186 0.122
H 1.076 -4.357 -0.294 0.106
H 0.860 -3.430 1.996 0.104
H -0.365 -1.356 2.375 0.077
F 6.683 3.862 -4.097 0.145
C 5.912 4.509 -3.205 -0.587
F 6.746 5.167 -2.378 0.143
F 5.211 5.432 -3.879 0.138
C 5.029 3.557 -2.447 -0.118
C 5.629 2.518 -1.740 0.003
C 4.845 1.632 -1.029 -0.064
C 3.455 1.775 -1.005 -0.366
C 2.874 2.812 -1.722 -0.078
C 3.656 3.706 -2.446 0.001
P 2.341 0.598 -0.129 1.135
C 3.003 -0.947 -0.870 -0.350
C 2.663 -1.137 -2.207 -0.092
C 3.091 -2.255 -2.901 -0.002
C 3.856 -3.209 -2.247 -0.121
C 4.205 -3.035 -0.916 -0.001
C 3.787 -1.903 -0.233 -0.061
C 4.279 -4.466 -2.950 -0.585
F 5.551 -4.796 -2.662 0.139
F 3.516 -5.515 -2.584 0.141
F 4.186 -4.360 -4.285 0.139
C 3.041 0.637 1.566 -0.358
C 3.738 1.747 2.047 -0.072
C 4.110 1.828 3.379 -0.001
C 3.793 0.798 4.251 -0.122
C 3.102 -0.314 3.792 0.004
C 2.720 -0.384 2.462 -0.093
C 4.232 0.891 5.685 -0.586
F 3.571 0.032 6.477 0.138
F 5.545 0.622 5.820 0.143
F 4.039 2.126 6.184 0.138
H 6.706 2.404 -1.758 0.129
H 5.310 0.815 -0.491 0.119
H 1.796 2.923 -1.724 0.079
H 3.196 4.510 -3.005 0.121
H 2.055 -0.396 -2.717 0.104
H 2.825 -2.391 -3.940 0.125
H 4.813 -3.777 -0.416 0.127
H 4.083 -1.774 0.799 0.100
H 3.991 2.563 1.383 0.106
H 4.645 2.698 3.740 0.127
H 2.848 -1.115 4.472 0.125
H 2.153 -1.239 2.118 0.078
O -5.938 -2.944 -3.301 -0.290
S -5.028 -3.476 -2.328 0.643
O -4.166 -4.556 -2.709 -0.287
N -4.129 -2.243 -1.688 -0.092
C -4.397 -2.046 -0.435 -0.674
S -3.762 -0.864 0.618 0.936
C -5.430 -2.977 0.139 -0.222
C -5.936 -3.049 1.426 -0.033
C -6.896 -4.014 1.703 -0.064
C -7.343 -4.889 0.716 -0.066
C -6.834 -4.818 -0.575 -0.029
C -5.882 -3.854 -0.827 -0.222
H -5.585 -2.371 2.192 0.096
H -7.303 -4.088 2.703 0.105
H -8.092 -5.631 0.958 0.106
H -7.169 -5.491 -1.353 0.123
```